Below is a structure of composition C9H18AlF3I2O3P2 in a non-equilibrium geometry, with properties calculated with the ωB97M-V functional and the def2-TZVPD basis.

- HOMO energy (spin up / spin down): -16.198 / -16.302 eV
- Orbital gap (spin up / spin down): 4.27 / 4.50 eV
- M: 574.0 g/mol
- Lowest unoccupied orbital energy (spin up / spin down): -11.924 / -11.798 eV
- Largest force on an atom: 3.28 eV/Å

ORCA input file:
```
! wB97M-V def2-TZVPD RIJCOSX def2/J DEFGRID3
* xyz 2 1
I 1.4912 -1.9609 2.8803
I 2.1812 -0.3061 -1.8081
P -0.3075 -2.1614 -0.9756
P 1.5596 1.6530 0.6869
Al 1.0045 -0.7813 0.6566
F -3.8893 0.7462 2.5740
F -2.8940 -1.1985 2.8378
F -1.9926 0.6322 3.6810
O -2.3024 0.9668 0.3609
O 1.0876 1.5795 -4.8706
O -0.6766 -0.2672 1.3590
C -1.8388 0.3285 1.2945
C 1.1187 2.2391 2.3569
C 0.3814 -3.4197 -2.1082
C 0.4460 2.5897 -0.4234
C -1.5110 -3.1275 -0.0077
C 0.8457 1.8679 -3.7914
C 3.2236 2.3680 0.4576
C -1.3523 -1.1022 -2.0355
C -2.6809 0.1345 2.6084
H -2.4053 -2.5315 0.2113
H -1.7963 -4.0178 -0.5848
H -0.3920 -4.1696 -2.3329
H 0.6755 2.3847 -1.4798
H 1.3698 1.4495 3.0772
H 0.0470 2.4582 2.4277
H -0.5998 2.3044 -0.2255
H 1.6930 3.1469 2.5864
H 1.2325 -3.9098 -1.6187
H 3.2893 3.3245 0.9981
H 0.7316 -2.9541 -3.0349
H 3.9679 1.6705 0.8619
H -1.0382 -3.4293 0.9359
H 0.5763 3.6600 -0.2054
H 3.4360 2.5236 -0.6040
H -0.7211 -0.6119 -2.7852
H -1.8635 -0.3373 -1.4306
H -2.0970 -1.7415 -2.5302
*
```